(1)
Formula: C20H28AlFGeN2S2Si
Source: the Open Molecules 2025 dataset
Level of theory: ωB97M-V/def2-TZVPD

Structure (XYZ):
```
56
Properties=species:S:1:pos:R:3:forces:R:3:lowdin_charge:R:1
Al 0.106965 0.113176 0.637331 -0.22 0.42 -0.14 0.1435
S -0.886735 0.067109 2.831368 0.04 0.04 -0.35 0.7339
C -1.961822 -0.772626 1.785019 0.16 -0.13 0.11 -1.0553
N -1.594794 -0.954905 0.532799 -0.01 0.04 0.20 -0.0449
C -2.457714 -1.781151 -0.162997 0.10 0.04 -0.22 -0.3133
C -2.305176 -2.189502 -1.485590 -0.02 -0.03 0.08 -0.0166
C -3.280613 -2.995367 -2.037916 0.00 -0.01 0.00 -0.0733
C -4.394997 -3.390463 -1.291520 0.00 -0.01 0.00 -0.0823
C -4.548505 -2.994248 0.024565 0.01 0.00 -0.03 -0.0793
C -3.563524 -2.189381 0.583754 0.00 -0.03 0.02 -0.4532
S -3.448727 -1.549324 2.199929 -0.11 0.09 0.08 1.0853
H -1.440569 -1.866091 -2.050139 -0.01 -0.01 -0.04 0.1236
H -3.185070 -3.325427 -3.063633 0.00 0.01 0.00 0.1059
H -5.146760 -4.020310 -1.747550 0.00 0.00 0.00 0.1043
H -5.409322 -3.306536 0.600094 0.00 0.01 0.01 0.1104
C 4.330991 1.042744 1.779262 0.01 0.02 -0.03 -0.1597
Si 3.128319 1.160942 0.336145 0.10 0.05 0.03 0.4403
C 2.449391 2.894531 0.518248 -0.01 -0.04 0.01 -0.1841
C 3.963254 1.162084 -1.347613 -0.04 0.03 0.02 -0.1594
N 1.954796 -0.162646 0.454739 -0.13 -0.22 0.06 -0.0767
C 2.528615 -1.443132 0.551705 0.05 -0.07 0.04 -0.2625
C 3.875871 -1.783334 0.354519 -0.02 0.00 -0.07 -0.0531
C 4.336043 -3.087784 0.482237 0.01 0.02 0.00 -0.0854
C 3.482977 -4.128253 0.808410 -0.03 0.02 0.00 -0.0953
C 2.138259 -3.840515 0.999761 0.05 -0.06 0.00 -0.0120
C 1.730865 -2.540397 0.864073 -0.01 0.07 0.01 -0.2070
F 0.406880 -2.251389 1.030538 0.05 -0.19 0.07 0.0326
H 4.890037 1.978612 1.856304 0.00 0.00 -0.01 0.0326
H 5.050673 0.228046 1.748396 -0.01 0.00 0.00 0.0208
H 3.752802 0.933795 2.701129 0.00 0.00 0.00 0.0419
H 3.344622 3.524642 0.500995 -0.02 0.02 0.03 0.0391
H 1.949047 3.072761 1.471339 -0.05 -0.01 0.01 0.0426
H 1.802253 3.222317 -0.290659 0.02 0.00 -0.03 0.0202
H 4.516106 2.095387 -1.479629 0.01 0.00 0.01 0.0330
H 3.188744 1.131199 -2.118997 0.01 0.01 0.00 0.0358
H 4.648866 0.339203 -1.540527 0.00 -0.03 0.01 0.0203
H 4.591343 -1.024859 0.087205 0.02 0.03 -0.03 0.0663
H 5.387794 -3.284321 0.318759 0.00 0.00 0.00 0.1045
H 3.847820 -5.140564 0.908507 0.00 0.00 0.00 0.1007
H 1.410706 -4.600694 1.250107 -0.01 0.00 0.00 0.1210
C -2.191660 4.057555 -1.565046 0.04 0.03 0.09 -0.2305
Ge -2.300617 2.393779 -0.523478 -0.05 0.00 0.05 0.7565
C -3.109604 2.820183 1.214380 -0.01 -0.01 -0.06 -0.2117
C -3.517341 1.237322 -1.541812 0.07 -0.07 -0.07 -0.1995
C -0.460664 1.757141 -0.292940 -0.03 -0.03 0.12 -0.3375
H -3.176470 4.501809 -1.716778 -0.01 -0.02 0.00 0.0157
H -1.746967 3.865813 -2.542929 -0.01 -0.01 0.00 0.0147
H -1.565879 4.785267 -1.044982 -0.01 0.01 -0.02 0.0150
H -4.197748 2.805292 1.137269 0.00 0.02 0.00 0.0167
H -2.804315 3.821534 1.522473 0.01 -0.02 0.03 0.0185
H -2.805568 2.118119 1.989428 0.00 -0.01 0.01 -0.0226
H -4.550311 1.537359 -1.358963 0.01 0.06 0.01 0.0219
H -3.427118 0.180787 -1.302927 -0.04 0.03 0.03 -0.0164
H -3.319759 1.356035 -2.609080 0.00 -0.02 0.00 0.0206
H -0.022785 2.556802 0.314248 -0.05 0.06 -0.07 -0.0199
H 0.007071 1.861886 -1.279337 0.11 -0.09 0.02 0.0130
```
Positions in Å, forces in eV/Å.

E_LUMO   0.375 eV
Net charge   0


(2)
Formula: C3H11N3
Source: the Open Molecules 2025 dataset
Level of theory: ωB97M-V/def2-TZVPD

Structure (XYZ):
```
17
Properties=species:S:1:pos:R:3:forces:R:3:lowdin_charge:R:1
C 1.863855 -0.049182 -1.417360 0.92 1.41 0.53 -0.0191
C 0.818148 0.487522 -2.021389 -1.49 -1.04 0.08 -0.3107
N 0.201719 1.704337 -1.688528 0.65 0.02 0.09 0.0199
H 2.318058 0.569358 -0.640057 0.21 -0.21 -0.15 0.0588
H 2.455000 -0.878501 -1.767394 -0.59 -0.52 0.09 0.0466
H 0.192258 -0.160974 -2.646446 0.61 0.35 -0.71 0.0998
H -0.148038 1.866836 -0.766103 0.17 0.26 0.07 0.0468
H -0.271276 2.190976 -2.419862 -0.39 -0.06 -0.09 0.0704
N -1.453781 0.437942 1.121976 0.69 -0.62 1.83 0.0118
C -0.578979 -0.429546 1.922254 -0.11 0.63 0.25 -0.3777
N -0.363086 -1.793772 1.531502 0.85 0.51 -0.90 -0.0002
H -2.380351 0.060465 1.073611 -0.23 0.15 -0.90 0.0583
H -0.966241 0.776973 0.321137 -0.68 -0.35 -0.68 0.0008
H -0.932333 -0.461653 2.954814 -0.06 0.15 -0.02 0.1033
H 0.367197 0.112291 1.931559 0.22 -0.13 0.10 0.0942
H -0.249488 -1.918435 0.535443 -0.04 -0.16 0.13 0.0562
H -0.872666 -2.514635 1.974838 -0.72 -0.39 0.28 0.0410
```
Positions in Å, forces in eV/Å.

E_LUMO   1.112 eV
Net charge   0


Sequential energy relative to the best compared isomer or geometry (same formula, charge and spin) output: 8.2 44.0 kcal/mol